This record from the Open Molecules 2025 dataset describes a structure of composition C32H34N6O11Sr2 at a distorted geometry. The level of theory is the ωB97M-V functional and the def2-TZVPD basis.

Each line ends with the Löwdin charge.
Geometry (Å):
N1 -4.614 -0.477 3.465  0.278
H1 -3.904 -0.259 4.246  0.079
H2 -4.327 0.135 2.670  0.079
H3 -5.570 -0.266 3.745  0.145
H4 -4.493 -1.437 3.144  0.144
Sr1 -6.167 2.217 0.506  1.799
Sr2 -5.282 -1.189 -0.500  1.697
C1 -1.716 0.066 0.429  -0.077
C2 -2.706 1.183 0.586  -0.324
O1 -4.116 0.741 0.644  -0.722
H5 -0.758 0.593 0.320  0.103
H6 -1.839 -0.596 -0.431  0.059
H7 -1.590 -0.552 1.322  0.059
H8 -2.629 1.896 -0.237  0.110
H9 -2.452 1.693 1.520  0.119
C3 1.776 1.155 4.037  -0.014
C4 0.849 0.191 3.644  -0.040
C5 -0.463 0.296 4.071  -0.025
C6 -0.848 1.281 4.967  -0.151
C7 0.089 2.190 5.443  0.034
C8 1.377 2.147 4.917  -0.018
N2 -2.222 1.347 5.419  -0.293
O2 -2.631 2.345 5.929  0.175
O3 -2.955 0.343 5.242  -0.027
H10 2.811 1.154 3.722  0.105
H11 1.169 -0.658 3.055  0.102
H12 -1.142 -0.446 3.665  0.080
H13 -0.164 3.077 6.007  0.135
H14 1.985 2.998 5.195  0.130
C9 -1.701 2.464 -5.666  -0.007
C10 -1.361 1.198 -6.110  0.001
C11 -1.745 0.105 -5.358  0.049
C12 -2.505 0.292 -4.206  -0.175
C13 -2.799 1.563 -3.733  -0.024
C14 -2.350 2.652 -4.451  -0.047
N3 -3.035 -0.852 -3.540  -0.298
O4 -2.907 -1.941 -3.993  0.190
O5 -3.626 -0.683 -2.412  -0.225
H15 -1.368 3.346 -6.200  0.137
H16 -0.786 1.065 -7.016  0.138
H17 -1.369 -0.887 -5.575  0.143
H18 -3.358 1.718 -2.821  0.091
H19 -2.525 3.652 -4.077  0.122
C15 4.787 0.038 1.987  -0.056
C16 3.621 -0.191 1.273  -0.071
C17 2.881 0.881 0.788  -0.034
C18 3.325 2.148 1.057  -0.177
C19 4.519 2.392 1.686  0.010
C20 5.292 1.322 2.113  -0.029
N4 2.536 3.287 0.578  -0.344
O6 2.805 4.370 1.044  0.112
O7 1.736 3.101 -0.329  0.041
H20 5.375 -0.808 2.322  0.122
H21 3.206 -1.191 1.246  0.108
H22 1.952 0.719 0.261  0.096
H23 4.943 3.388 1.700  0.136
H24 6.251 1.503 2.576  0.126
C21 1.044 1.765 -3.301  -0.088
C22 0.590 0.675 -2.590  -0.104
C23 1.300 -0.522 -2.599  -0.005
C24 2.492 -0.550 -3.288  -0.142
C25 2.962 0.528 -3.992  0.024
C26 2.247 1.721 -4.002  -0.019
N5 3.245 -1.812 -3.363  -0.347
O8 2.598 -2.850 -3.270  0.065
O9 4.413 -1.745 -3.601  0.142
H25 0.434 2.660 -3.354  0.105
H26 -0.332 0.788 -2.029  0.076
H27 0.846 -1.396 -2.154  0.088
H28 3.933 0.452 -4.464  0.136
H29 2.699 2.598 -4.442  0.124
C27 0.462 -4.366 -1.405  -0.044
C28 -0.431 -3.391 -0.928  -0.090
C29 -0.664 -3.274 0.421  -0.049
C30 0.030 -4.083 1.307  -0.159
C31 0.963 -4.997 0.878  0.037
C32 1.188 -5.121 -0.501  -0.011
N6 -0.192 -3.848 2.729  -0.338
O10 -0.519 -2.696 3.051  0.006
O11 -0.088 -4.766 3.485  0.165
H30 0.509 -4.586 -2.462  0.120
H31 -0.993 -2.851 -1.685  0.088
H32 -1.439 -2.665 0.871  0.074
H33 1.535 -5.604 1.566  0.139
H34 1.907 -5.884 -0.768  0.131

Values from the calculation:
- energy above the lowest of the compared OMol25 structures with the same formula, charge and spin (kcal per mole) = 0.0
- gap between HOMO and LUMO (eV) = 1.399
- LUMO (eV) = -15.474
- net charge = +4
- strongest force on any atom (eV/A) = 3.1